{
  "formula": "C2H3Cl2F",
  "method": "wB97M-V/def2-TZVPD",
  "homo_lumo_gap_ha": 0.4468,
  "de_lowest_kj_mol": 42.2,
  "total_energy_ev": -29884.6844,
  "mol_weight_g_mol": 117.0,
  "smiles": "CC(F)(Cl)Cl",
  "symbols": ["F", "C", "H", "H", "H", "C", "Cl", "Cl"],
  "coordinates": [[-0.02667, 0.27287, 1.65811], [0.00793, -0.48965, 0.41283], [-1.10084, 0.94986, -0.69842], [0.46220, 1.32351, -0.03739], [0.53874, 0.33264, -1.46036], [-0.05116, 0.59269, -0.58649], [1.53627, -1.42907, 0.35878], [-1.36647, -1.55285, 0.35293]],
  "atomic_forces_ev_per_a": [[-0.02, -1.99, -1.11], [0.15, 0.68, 1.96], [0.90, -0.46, -0.41], [0.90, 1.60, 0.08], [-0.61, 0.13, -0.40], [-0.54, -0.10, -0.66], [-0.60, 0.48, 0.22], [-0.18, -0.34, 0.29]]
}

{
  "formula": "C6H15O2",
  "method": "wB97M-V/def2-TZVPD",
  "total_charge": -2,
  "homo_lumo_gap_ha": [0.1143, 0.2370],
  "de_lowest_kj_mol": 164.1,
  "total_energy_ev": -10554.9328,
  "mol_weight_g_mol": 119.2,
  "multiplicity": 2,
  "symbols": ["H", "H", "C", "H", "C", "C", "H", "H", "H", "H", "H", "H", "C", "C", "H", "H", "H", "H", "H", "O", "H", "C", "O"],
  "coordinates": [[0.72988, -1.27670, 1.53599], [-0.67096, -2.59260, 1.23363], [-0.79521, -0.76214, 0.10374], [0.28527, 1.00355, 0.92402], [-0.35840, -1.53649, 1.37753], [-0.72805, 0.70994, 0.31649], [4.21322, 1.21685, 2.98473], [-2.00035, 1.54143, -1.17762], [0.00136, -1.07975, -3.51147], [0.93566, -0.56930, -1.26462], [-0.29018, 1.48777, -1.74065], [-1.67094, 0.97670, 0.98754], [0.07702, -1.14995, -1.20007], [-0.94951, 1.70719, -0.83490], [-0.78437, 2.73261, -0.44481], [0.36699, -2.22680, -1.15506], [-0.92512, -1.03976, 2.29658], [-0.63160, 0.30363, -2.80368], [-1.87894, -0.99885, -0.19979], [-1.78498, -1.44364, -2.61439], [3.33292, 1.99090, 4.11968], [-0.66652, -0.81983, -2.66313], [4.19280, 1.82523, 3.73026]],
  "atomic_forces_ev_per_a": [[-1.01, -0.99, 0.00], [0.74, 0.50, 0.49], [-0.29, -1.15, -2.66], [-2.36, -0.67, -1.28], [-0.94, 2.01, 0.52], [0.10, 2.55, 2.94], [-0.84, -0.39, -0.26], [0.72, 0.47, 0.00], [0.85, -0.74, -0.12], [2.22, 1.14, 0.62], [-0.75, 0.73, 1.53], [2.07, -0.43, -0.46], [-1.79, -0.39, -0.36], [0.41, -0.77, -0.89], [-0.25, -0.47, -0.35], [-0.34, 0.62, -0.22], [1.02, -1.25, -1.65], [-0.48, -0.38, 0.13], [1.46, -0.03, 0.42], [-3.03, -0.67, -1.09], [-1.03, -0.39, -0.22], [1.57, -0.12, 2.35], [1.96, 0.83, 0.58]]
}

{
  "formula": "C4H13N2",
  "method": "wB97M-V/def2-TZVPD",
  "total_charge": 1,
  "homo_lumo_gap_ha": 0.4128,
  "de_lowest_kj_mol": 80.4,
  "total_energy_ev": -7332.6536,
  "mol_weight_g_mol": 89.2,
  "smiles": "CC[NH2+]CCN",
  "symbols": ["H", "C", "N", "H", "H", "H", "C", "N", "C", "H", "H", "H", "H", "H", "H", "C", "H", "H", "H"],
  "coordinates": [[0.90369, -2.47697, 2.03985], [1.13771, -0.70524, 0.90423], [-0.46105, 2.33616, -0.68808], [0.69315, -2.75673, 0.33759], [-1.31405, 1.01622, 0.70441], [-0.53835, 2.66178, -1.63851], [-0.65925, -0.05746, -0.95185], [0.74744, -0.10628, -0.45313], [-1.27707, 1.18940, -0.37435], [0.90835, 0.91717, -0.32196], [-2.30849, 1.23691, -0.68679], [-1.20132, -0.94383, -0.64550], [-0.56155, -0.16234, -2.03503], [-0.59135, -1.94824, 1.29279], [2.21011, -0.86351, 0.81949], [0.47981, -2.04950, 1.13469], [-0.49690, 3.07561, -0.00444], [1.47584, -0.36310, -1.11083], [0.85328, -0.00002, 1.67744]],
  "atomic_forces_ev_per_a": [[-0.03, -0.01, 0.13], [-0.63, -0.91, -0.76], [0.63, -0.38, 0.45], [-0.10, 0.00, -0.18], [0.06, 0.36, 0.07], [-0.19, 0.23, 0.04], [0.46, -1.36, -0.46], [0.99, 1.24, 1.28], [-0.27, -0.15, 0.01], [0.13, 0.07, -0.36], [-0.44, 0.15, -0.26], [0.00, -0.15, 0.23], [-0.33, 0.64, 0.00], [-0.06, -0.14, -0.07], [0.08, 0.44, 0.32], [0.05, 0.11, 0.23], [-0.17, 0.17, -0.22], [-0.43, -0.44, -0.46], [0.25, 0.15, 0.01]]
}

{
  "formula": "C4H6N2O",
  "method": "wB97M-V/def2-TZVPD",
  "homo_lumo_gap_ha": [0.2757, 0.3173],
  "de_lowest_kj_mol": 756.6,
  "total_energy_ev": -9265.6600,
  "mol_weight_g_mol": 98.1,
  "symbols": ["H", "H", "C", "N", "H", "H", "N", "C", "O", "H", "H", "C", "C"],
  "coordinates": [[-2.87009, -0.44440, -0.84000], [-0.51948, -0.90418, 1.04620], [-0.91274, -0.25949, 0.17226], [3.67678, 0.03684, 0.09493], [4.29904, 0.74691, 0.06439], [-2.53169, 1.23651, -0.04077], [1.44993, 0.22015, 0.98636], [-2.41277, 0.11872, 0.02836], [0.11769, 0.65603, -0.20298], [0.37872, -1.08472, -1.53872], [-3.04957, -0.37516, 0.80128], [2.54262, 0.32189, 0.50198], [-0.16844, -0.26909, -1.07329]],
  "atomic_forces_ev_per_a": [[0.94, 1.17, 0.25], [-0.90, 1.18, -1.44], [-1.71, -2.31, 0.47], [-1.71, -2.20, -0.53], [2.64, 2.77, -0.10], [-0.18, -1.30, 0.08], [1.37, 0.07, 2.41], [-0.29, -0.76, 0.17], [-0.06, 3.03, -1.36], [0.66, 0.69, -0.06], [0.76, 1.06, 0.24], [-0.29, -1.16, 0.32], [-1.23, -2.25, -0.44]]
}

{
  "formula": "C5H8N",
  "method": "wB97M-V/def2-TZVPD",
  "total_charge": 1,
  "homo_lumo_gap_ha": 0.4051,
  "de_lowest_kj_mol": 407.7,
  "total_energy_ev": -6793.8626,
  "mol_weight_g_mol": 82.1,
  "smiles": "C[N@H+]1[C@@H]2C=C[C@@H]21",
  "symbols": ["H", "H", "C", "H", "C", "H", "N", "C", "H", "H", "H", "C", "H", "C"],
  "coordinates": [[-2.80319, 1.50213, -0.31326], [2.06824, -1.06110, 0.16085], [1.70181, -0.00834, -0.04589], [2.26306, 0.27683, -0.83531], [-0.61737, 0.73239, 0.51164], [-0.15304, -1.41877, 1.09348], [0.25988, 0.00904, -0.38169], [-2.14441, 0.69842, -0.10579], [-0.20799, 1.32462, 1.31290], [0.09075, 0.04121, -1.47921], [-2.36845, -1.56480, -0.69351], [-2.01840, -0.63892, -0.23348], [1.92085, 0.61238, 0.87992], [-0.66081, -0.77824, 0.46474]],
  "atomic_forces_ev_per_a": [[-0.50, 0.34, -0.46], [-0.82, 1.07, -0.08], [-0.27, -1.86, 3.89], [1.54, 1.47, -2.54], [-3.13, -0.13, 0.64], [0.41, -1.53, 1.29], [1.19, 0.19, -3.65], [3.37, -1.77, 0.86], [0.22, 0.25, -0.23], [0.10, 0.00, 2.89], [-1.17, 0.88, -0.08], [0.58, -1.15, 0.49], [-0.38, -0.70, -1.31], [-1.14, 2.94, -1.71]]
}

{
  "formula": "C6H8O3",
  "method": "wB97M-V/def2-TZVPD",
  "homo_lumo_gap_ha": 0.3471,
  "de_lowest_kj_mol": 621.4,
  "total_energy_ev": -12487.6732,
  "mol_weight_g_mol": 128.1,
  "symbols": ["C", "H", "C", "O", "H", "H", "H", "C", "O", "H", "C", "H", "O", "H", "C", "H", "C"],
  "coordinates": [[0.79219, -2.59826, 0.21429], [-2.40046, -2.34410, 0.30701], [-0.37691, -1.90898, -0.57296], [0.37299, 0.92957, -0.66016], [-0.36686, -2.62348, 2.31968], [1.43611, 0.38737, -0.89334], [1.09513, -3.61955, -0.02458], [1.92874, -1.59511, 0.40233], [2.54045, -1.00165, -0.51601], [-0.39170, -1.71081, -1.65089], [-0.36255, -2.35089, 1.25796], [-0.18907, 1.01359, -1.43558], [1.40926, -0.75689, 1.28336], [-1.16628, -0.27425, 0.89085], [-1.39337, -2.76862, 0.19624], [-1.40087, -3.83484, -0.06192], [-0.32873, -0.93001, 0.63151]],
  "atomic_forces_ev_per_a": [[0.28, -2.36, -0.03], [0.23, -0.18, -0.06], [1.24, 0.52, -0.54], [4.48, -1.58, -0.46], [0.11, 0.27, -0.34], [-4.53, 2.20, 0.78], [-0.36, 0.02, -0.18], [-3.30, 4.65, -2.88], [1.05, -2.83, 0.69], [0.13, 0.26, 0.40], [0.54, -0.21, 0.18], [0.55, -0.25, -0.46], [-1.92, 1.26, 0.72], [1.20, 0.76, 0.02], [0.18, 0.23, 0.18], [-0.07, 0.32, -0.03], [0.20, -3.08, 2.01]]
}